44
Properties=species:S:1:pos:R:3:mulliken_charge:R:1 method="wB97M-V/def2-TZVPD" total_charge=0 gap_ev=9.29 homo_ev=-8.47 lumo_energy_ev=0.8 e_above_lowest_kj_mol=1478.1
C 2.165 1.547 -2.043 -1.07
C 2.148 1.957 -0.670 0.47
C 3.372 1.672 0.148 -0.95
C 3.486 0.040 0.264 -0.51
H 3.646 -0.552 -0.841 0.27
H 4.222 -0.222 1.004 0.34
O 2.205 -0.689 1.039 -0.45
C 1.521 -1.306 -0.069 0.82
O 1.818 -1.618 -1.163 -0.64
N 0.417 -1.755 0.627 0.00
C 0.048 -1.220 2.050 -0.96
H 0.840 -1.657 2.554 0.74
H -0.761 -2.162 2.207 0.38
C -0.094 0.165 2.371 -1.64
H -0.445 0.142 3.257 0.65
H 0.752 0.587 2.331 0.94
O -0.992 0.564 1.545 -0.38
C -2.417 0.280 1.728 -0.85
H -2.542 0.481 2.649 0.75
C -3.298 1.340 0.955 -0.54
H -2.740 2.202 0.542 0.30
O -3.897 0.836 -0.194 -0.47
C -2.959 0.922 -1.431 -1.08
C -1.748 0.002 -1.269 0.63
O -2.057 -1.237 -1.565 -0.37
C -0.904 -2.296 -1.419 -0.57
C -0.385 -2.920 -0.052 -1.25
H 0.287 -3.441 -0.269 0.97
H -1.295 -3.074 0.713 0.33
H -1.370 -3.263 -1.792 0.22
H -0.180 -1.823 -2.102 0.52
H -1.163 0.083 -2.509 0.16
H -1.014 0.304 -0.592 -0.29
H -3.613 0.331 -2.324 0.26
H -2.685 1.784 -1.672 0.66
H -4.110 1.755 1.464 0.50
H -2.520 -0.678 1.105 0.30
H 3.090 2.013 1.446 0.20
H 4.097 2.058 -0.245 0.73
H 1.762 3.180 -0.518 0.35
H 1.178 1.444 -0.071 -0.38
H 1.133 2.007 -2.458 0.20
H 2.934 1.894 -2.533 0.57
H 2.067 0.323 -2.197 0.12